8
Properties=species:S:1:pos:R:3 method="wB97M-V/def2-TZVPD" total_charge=0 energy_ev=-17623.321 spin_multiplicity=1 smiles=N#C[C@H](N)Cl max_force_ev_per_a=5.2 homo_lumo_gap_ev=11.320
C 0.5096 0.2326 -1.2502
C 0.6071 0.1975 0.1389
N 0.1948 0.2776 -2.3408
N -0.6851 -0.9699 0.4697
Cl -0.0716 1.7677 0.6494
H 1.4824 -0.1364 0.6760
H -0.5877 -1.0117 1.5082
H -1.4496 -0.3574 0.1487